18
Properties=species:S:1:pos:R:3:forces:R:3 method="wB97M-V/def2-TZVPD" smiles="C=C/C=C/N.O.O" charge=0 spin_multiplicity=1
C -0.04653 3.72165 -1.57018 0.89 1.46 0.45
C 0.23974 3.22527 -0.36781 -1.16 -0.69 -0.30
C -0.18406 1.88452 0.04551 0.59 -1.57 -0.10
C -0.47888 1.43909 1.26519 0.24 0.81 0.72
N -0.57683 0.13730 1.75961 -0.50 0.49 -0.43
H 0.41431 4.68351 -1.78681 -0.19 0.00 -0.20
H -0.70370 3.35881 -2.34427 0.02 -0.63 0.19
H 0.84213 3.76791 0.35118 0.04 0.26 -0.19
H 0.05289 1.07524 -0.65023 -0.27 0.25 -0.29
H -0.64253 2.16429 2.06540 0.09 0.00 -0.08
H -0.15458 0.10948 2.67207 -0.05 -0.59 0.00
H -0.36658 -0.62766 1.12989 0.38 0.25 0.19
O -0.00368 -5.67086 -0.55623 0.40 -0.34 0.99
H 0.71808 -5.20170 -0.96780 0.09 0.20 -0.40
H -0.75427 -5.60207 -1.12780 -0.52 0.15 -0.63
O 0.62276 -2.51922 -0.22833 -1.24 -0.19 0.45
H 1.26050 -3.11973 0.16251 0.15 -0.05 0.15
H -0.23878 -2.82582 0.14810 1.04 0.22 -0.54


15
Properties=species:S:1:pos:R:3:forces:R:3 method="wB97M-V/def2-TZVPD" charge=0 spin_multiplicity=1
C 2.89861 -0.30364 -0.38050 -1.01 2.78 -1.10
C 1.49169 -0.72418 0.02326 -1.01 0.02 0.08
C 0.44333 0.07009 0.37955 1.03 -1.37 -1.22
C 0.53258 1.56715 0.19591 -2.15 -0.07 2.24
C -0.87732 -0.66302 0.69508 0.62 0.28 0.82
Cl -2.21721 -0.05530 -0.40572 0.55 -0.44 0.76
H 3.04537 0.85402 -0.24270 -0.24 -2.28 -0.33
H 3.65820 -0.75077 0.17711 1.05 -0.92 1.27
H 3.19327 -0.52586 -1.43581 -0.72 0.11 0.60
H 1.20255 -1.79350 -0.01827 0.80 0.50 0.06
H 0.07270 2.09183 1.12173 0.51 -0.61 -1.61
H 1.54937 1.87138 0.15249 0.62 0.36 -0.28
H -0.03670 1.82338 -0.70604 0.21 0.27 0.30
H -1.15150 -0.53971 1.78018 -0.19 0.39 -1.20
H -0.77404 -1.76916 0.58867 -0.08 0.98 -0.39


9
Properties=species:S:1:pos:R:3:forces:R:3 method="wB97M-V/def2-TZVPD" smiles="COP(=O)(Br)Br" charge=0 spin_multiplicity=1
C 0.00628 -0.03265 -0.28033 -2.98 -2.77 3.00
O -1.10433 -0.34477 -1.13314 -0.23 -4.28 -0.40
P -1.32176 -2.08384 -1.45403 0.06 3.86 1.70
O -2.27069 -2.39131 -2.48275 -0.89 0.03 -1.23
Br -2.06810 -2.88301 0.44782 0.52 0.18 -0.06
Br 0.62088 -2.86465 -1.88278 0.55 -0.12 0.19
H -0.11136 0.95604 -0.03544 -0.10 2.34 0.67
H 0.86017 -0.24225 -0.73580 3.84 -0.42 -2.31
H 0.08906 -0.68443 0.69651 -0.77 1.19 -1.55


117
Properties=species:S:1:pos:R:3:forces:R:3 method="wB97M-V/def2-TZVPD" charge=-1 spin_multiplicity=1
Y -0.06794 -0.25320 -0.27777 0.50 0.22 0.43
N -2.49885 1.56828 1.41290 -0.24 -0.24 0.12
C -2.94408 0.81552 2.44999 0.07 0.01 0.02
C -3.86278 1.33632 3.34768 0.01 0.01 0.03
C -4.34478 0.59074 4.43232 0.02 0.01 -0.01
C -3.89916 -0.68003 4.66400 0.04 0.02 0.06
C -2.96900 -1.25625 3.76901 -0.02 0.01 -0.09
C -2.47186 -2.56672 3.96669 -0.05 -0.02 0.03
C -1.65143 -3.12731 3.04096 0.03 -0.06 0.02
C -1.31011 -2.37654 1.89844 -0.04 0.03 -0.10
N -1.69807 -1.13934 1.70363 -0.06 0.07 0.06
C -2.51308 -0.54921 2.63057 0.01 -0.02 0.01
H -1.74282 1.24770 0.84349 -0.14 0.25 -0.06
H -2.68210 2.55362 1.39897 0.03 0.02 -0.05
H -4.21961 2.34830 3.18890 0.01 -0.02 0.02
H -5.07841 1.03725 5.09352 0.03 0.01 0.00
H -4.25259 -1.25866 5.50832 0.02 0.00 0.00
H -2.76343 -3.10882 4.85970 -0.02 0.01 -0.03
H -1.26145 -4.12998 3.16131 -0.01 0.02 -0.02
H -0.71315 -2.82178 1.10395 0.03 0.04 0.02
C -1.09210 1.57281 6.51794 0.02 -0.02 0.03
O -0.23569 0.44408 6.59648 -0.08 0.09 0.05
C 0.29133 -0.00526 5.43327 0.08 -0.06 -0.10
C 1.09554 -1.16708 5.55160 -0.02 0.05 0.08
C 1.64046 -1.70500 4.42522 0.00 0.01 -0.04
C 1.42927 -1.15031 3.13989 -0.12 -0.06 -0.04
C 1.98332 -1.76720 1.96538 0.13 0.19 0.16
C 2.80577 -3.03349 2.09422 0.00 0.04 -0.04
O 1.83841 -1.30138 0.82464 0.06 -0.40 -0.05
C 0.61364 0.02951 3.01724 0.21 0.01 0.00
O 0.34035 0.57374 1.90214 -0.15 0.13 -0.19
C 0.07570 0.58594 4.21650 0.03 0.05 0.04
H -1.44555 1.75498 7.52923 0.01 -0.01 0.02
H -1.94337 1.37842 5.86150 -0.01 -0.03 -0.01
H -0.55236 2.45335 6.15996 0.02 -0.01 -0.01
H 1.25473 -1.59293 6.53328 0.00 0.00 -0.03
H 2.25224 -2.59347 4.52428 -0.02 0.01 -0.01
H 2.18234 -3.84937 2.46690 0.04 0.01 0.03
H 3.64231 -2.89974 2.78184 -0.02 -0.04 0.00
H 3.17890 -3.29880 1.10737 0.00 0.00 0.01
H -0.53969 1.46748 4.10350 -0.01 -0.03 -0.04
C -4.57517 2.04578 -4.05780 0.01 -0.08 0.01
C -3.70050 1.05408 -3.32738 0.02 0.03 0.00
C -4.15828 0.49269 -2.19814 0.07 -0.06 0.08
C -3.47027 -0.58983 -1.37878 0.01 0.07 -0.32
C -4.31829 -0.93872 -0.17306 0.07 -0.01 0.06
C -1.75832 -1.03862 -2.48457 0.18 0.20 -0.21
C -0.97342 -2.33180 -2.10774 -0.15 -0.05 0.00
O -0.02852 -2.19701 -1.11786 0.03 -0.50 -0.20
C -1.50970 -0.16120 -3.67215 0.06 -0.16 -0.01
C -0.25202 -0.36835 -4.47661 -0.09 0.06 0.11
C -2.41840 0.76718 -4.00026 -0.08 0.07 -0.02
H -5.51807 2.20284 -3.53268 0.02 0.01 0.00
H -4.80271 1.67988 -5.06478 0.01 0.03 0.02
H -4.07614 3.00725 -4.17395 0.06 0.07 -0.04
H -5.13680 0.81593 -1.84087 0.02 -0.02 -0.05
H -4.50866 -0.06576 0.45569 0.01 -0.02 -0.02
H -3.84857 -1.71128 0.43523 -0.03 0.01 -0.03
H -5.27845 -1.32255 -0.53569 -0.01 0.04 0.06
H -0.58011 -2.84521 -2.99960 0.02 -0.02 -0.03
H 0.56125 -0.72835 -3.84015 0.01 0.02 -0.04
H 0.05378 0.55738 -4.96755 0.00 -0.02 -0.02
H -0.41441 -1.12941 -5.24623 0.04 -0.03 0.02
H -2.20928 1.39491 -4.86516 0.01 0.01 0.04
N -2.03192 -0.26932 -1.23087 -0.75 -0.39 -0.02
C -3.12360 -1.77510 -2.33242 -0.13 0.06 0.05
C -4.03213 -2.12040 -3.45633 0.14 -0.01 -0.01
C -4.12985 -3.35874 -3.94671 0.01 -0.11 0.06
C -3.37331 -4.48208 -3.37602 -0.12 0.07 -0.09
C -2.60369 -4.30994 -2.30244 0.09 0.06 0.14
C -2.35768 -2.97135 -1.69611 0.10 -0.04 0.01
H -4.62603 -1.32077 -3.88300 0.01 -0.04 0.00
H -4.81514 -3.56597 -4.76278 0.05 0.02 0.00
H -3.47898 -5.45938 -3.83406 -0.02 -0.01 0.05
H -2.08074 -5.15085 -1.85362 -0.01 0.00 -0.07
H -2.42438 -3.01644 -0.60667 -0.02 0.05 0.00
Se 0.46860 2.42722 -1.21263 0.14 0.72 -0.03
C -0.21666 3.50546 -2.61476 -0.09 -0.12 0.16
C -1.56069 3.84558 -2.76160 0.01 0.04 -0.04
C -1.91960 4.75530 -3.74578 0.08 0.01 -0.04
N -1.06624 5.33000 -4.59750 0.01 -0.05 0.07
C 0.21613 4.98699 -4.45697 -0.10 0.02 0.00
C 0.68206 4.10646 -3.49714 0.00 -0.01 -0.13
H -2.30210 3.40987 -2.10322 -0.03 -0.01 -0.06
H -2.95542 5.05688 -3.86180 -0.07 -0.05 0.04
H 0.90798 5.45909 -5.14892 0.03 -0.03 0.02
H 1.73952 3.88826 -3.41747 -0.01 0.01 -0.02
C 5.02749 -0.40515 -1.43937 0.02 -0.05 0.08
C 4.21036 -1.31991 -2.35592 0.04 0.06 -0.06
C 4.37594 -0.86306 -3.80708 0.01 0.02 0.01
C 4.70845 -2.75336 -2.21350 -0.05 -0.06 -0.03
N 2.77580 -1.35409 -2.04540 0.07 -0.07 -0.05
N 2.15903 -0.12734 -1.70513 -0.05 -0.10 0.05
H 6.08725 -0.47278 -1.69637 -0.02 0.02 0.02
H 4.91327 -0.70684 -0.39386 0.00 0.01 -0.02
H 4.73010 0.64099 -1.53757 0.02 -0.01 0.02
H 5.42681 -0.89722 -4.10916 -0.04 0.04 0.01
H 4.01951 0.16287 -3.93626 0.01 -0.04 0.00
H 3.79573 -1.51210 -4.46434 0.01 0.02 0.00
H 5.74668 -2.83348 -2.54121 -0.02 -0.01 0.02
H 4.09696 -3.42494 -2.82081 0.02 0.02 0.03
H 4.65146 -3.08099 -1.17079 0.00 0.01 -0.04
H 2.55909 -2.01150 -1.30650 -0.12 0.04 0.03
H 2.06124 0.44924 -2.53192 -0.18 0.06 0.02
H 2.68673 0.42588 -1.02740 0.07 0.04 -0.04
N 4.15164 3.39907 6.08525 0.00 0.01 0.04
C 3.80045 3.09016 5.03607 -0.09 -0.08 -0.17
C 3.37994 2.71385 3.70619 0.04 0.06 0.10
C 3.94201 1.61321 3.07650 0.06 -0.08 0.02
C 3.53068 1.32402 1.78454 -0.07 0.05 0.01
N 2.63562 2.04357 1.11243 0.39 -0.15 0.21
C 2.09729 3.09023 1.73124 -0.03 0.04 -0.05
C 2.42997 3.46296 3.02527 -0.05 0.05 0.01
H 4.67737 1.00184 3.58087 -0.01 -0.02 -0.01
H 3.93812 0.46111 1.26886 0.00 0.02 0.01
H 1.36753 3.64854 1.15383 0.00 -0.05 0.01
H 1.96315 4.31832 3.49414 0.01 0.01 -0.03


Record-wise orbital gap values, in eV: 8.361 10.256 10.594 6.306
Record-wise HOMO energy values, in eV: -7.81 -9.25 -11.04 -4.20
Record-wise ΔE to the lowest compared entry with this formula, charge and spin values, in eV: 2.3483 0.8456 0.1040 3.0177